[1]
Density functional theory data (ωB97M-V with the def2-TZVPD basis set) for a structure of composition C18H56B2ClHfO18S6 at a distorted geometry.

```
! RIJCOSX wB97M-V def2-TZVPD def2/J DEFGRID3
* xyz 1 1
Hf -0.950 0.867 0.343
B -2.786 -0.044 -1.181
H -2.054 -0.283 -2.087
H -2.362 -0.641 -0.271
H -2.730 1.097 -0.910
H -3.886 -0.393 -1.488
B -0.624 2.022 2.607
H -1.444 2.681 3.156
H -0.474 2.526 1.562
H 0.401 2.062 3.234
H -0.894 0.900 2.429
Cl -1.666 3.308 -0.617
O -3.093 1.159 1.549
S -4.115 1.901 2.218
O -3.842 2.762 3.300
O -4.851 2.619 1.058
C -5.905 3.557 1.349
C -7.117 3.409 0.468
C -5.290 0.667 2.670
H -5.491 4.565 1.345
H -6.234 3.412 2.385
H -7.420 2.367 0.354
H -7.014 3.840 -0.526
H -7.947 3.925 0.952
H -5.596 0.118 1.782
H -6.150 1.058 3.205
H -4.743 -0.040 3.295
O 1.180 2.007 0.115
S 2.203 2.982 0.036
O 2.811 3.512 1.205
O 3.285 2.319 -0.923
C 4.652 2.635 -0.620
C 5.570 2.016 -1.647
C 1.658 4.329 -0.973
H 4.937 2.298 0.380
H 4.850 3.710 -0.585
H 5.317 0.971 -1.863
H 6.563 1.911 -1.213
H 5.517 2.522 -2.608
H 0.667 4.636 -0.638
H 1.582 4.035 -2.015
H 2.407 5.090 -0.765
O 1.036 -0.055 1.471
S 2.056 -0.728 2.196
O 1.749 -1.245 3.492
O 2.701 -1.855 1.314
C 3.535 -2.823 2.058
C 4.019 -3.923 1.155
C 3.370 0.435 2.354
H 2.907 -3.240 2.843
H 4.333 -2.246 2.524
H 4.888 -3.624 0.563
H 3.243 -4.307 0.511
H 4.454 -4.679 1.812
H 3.829 0.628 1.387
H 4.096 -0.004 3.036
H 2.943 1.344 2.777
O -0.002 -1.235 -0.577
S 0.533 -2.155 -1.537
O 0.010 -2.276 -2.855
O 2.069 -1.802 -1.590
C 2.845 -2.324 -2.695
C 4.290 -2.290 -2.235
C 0.557 -3.739 -0.768
H 2.685 -1.666 -3.543
H 2.510 -3.309 -3.030
H 4.968 -2.653 -3.003
H 4.401 -2.839 -1.303
H 4.482 -1.225 -2.087
H -0.454 -4.132 -0.799
H 1.002 -3.578 0.202
H 1.182 -4.361 -1.410
O -0.737 -3.476 1.923
S -1.564 -2.388 2.334
O -1.399 -1.097 1.766
O -3.066 -2.767 2.056
C -3.491 -4.124 2.313
C -4.953 -4.063 2.726
C -1.515 -2.308 4.103
H -2.904 -4.574 3.112
H -3.415 -4.731 1.413
H -5.628 -3.989 1.873
H -5.119 -3.228 3.405
H -5.264 -5.002 3.187
H -0.524 -1.906 4.317
H -1.552 -3.342 4.432
H -2.311 -1.678 4.482
O -0.193 1.067 -1.941
S 0.033 1.553 -3.264
O 0.180 2.950 -3.466
O 1.330 0.788 -3.739
C 1.814 1.153 -5.061
C 3.175 1.807 -4.895
C -1.239 0.868 -4.287
H 1.114 1.780 -5.612
H 1.931 0.230 -5.630
H 3.748 1.108 -4.283
H 3.121 2.770 -4.395
H 3.664 1.917 -5.862
H -1.168 1.229 -5.309
H -2.159 1.169 -3.793
H -1.070 -0.205 -4.233
*
```

## Properties
Energy above the lowest of the compared OMol25 structures with the same formula, charge and spin, kcal/mol: 0.00
Frontier orbital gap, eV: 9.29

***

[2]
Density functional theory data (ωB97M-V with the def2-TZVPD basis set) for a structure of composition C18H56BO12PSSi2 at a distorted geometry.

```
! RIJCOSX wB97M-V def2-TZVPD def2/J DEFGRID3
* xyz 0 1
C 4.960 -3.555 0.242
C 4.569 -2.304 -0.608
C 5.531 -1.122 -0.222
C 5.361 0.121 -1.150
O 4.010 0.529 -1.359
Si 3.226 1.004 0.072
O 1.562 1.305 -0.256
Si 0.545 0.136 0.456
B -1.358 0.481 0.013
O -1.680 1.757 -0.483
O -2.318 -0.521 0.227
C -2.585 -1.250 -0.987
C -2.531 -2.786 -0.651
P 0.692 0.033 2.669
O 1.635 -1.329 3.029
O -0.836 -0.286 3.315
S 1.418 1.620 3.497
H 6.052 -3.735 0.240
H 4.477 -4.462 -0.174
H 4.597 -3.433 1.279
H 4.833 -2.547 -1.659
H 3.507 -2.024 -0.515
H 6.554 -1.514 -0.426
H 5.509 -0.893 0.860
H 6.030 0.933 -0.794
H 5.754 -0.178 -2.145
H 3.245 -0.142 1.001
H 3.792 2.187 0.717
H 0.879 -1.189 -0.119
H -0.917 2.146 -0.919
H -3.616 -1.017 -1.311
H -1.909 -0.978 -1.834
H -2.216 -2.869 0.407
H -1.854 -3.322 -1.337
H -3.542 -3.228 -0.731
H 1.229 -2.086 2.586
H -0.841 -1.161 3.716
C 2.686 2.718 8.114
C 2.718 3.853 7.107
O 3.281 3.418 5.874
H 3.693 2.337 8.291
H 2.263 3.049 9.065
H 2.088 1.885 7.737
H 3.332 4.674 7.477
H 1.708 4.234 6.921
H 2.732 2.700 5.543
C -4.923 2.514 1.675
C -6.024 1.546 1.284
O -5.532 0.565 0.378
H -4.517 3.008 0.791
H -5.296 3.276 2.364
H -4.095 1.985 2.155
H -6.838 2.074 0.788
H -6.429 1.042 2.169
H -4.818 0.094 0.820
C 0.066 -1.719 -5.805
C -0.511 -0.867 -4.692
O -0.276 -1.470 -3.419
H -0.376 -2.717 -5.790
H -0.119 -1.267 -6.781
H 1.145 -1.845 -5.677
H -1.590 -0.761 -4.810
H -0.063 0.133 -4.699
H 0.675 -1.555 -3.308
C -1.650 -6.512 -1.424
C -0.371 -6.578 -0.610
O -0.425 -5.675 0.492
H -1.814 -5.501 -1.795
H -1.609 -7.196 -2.274
H -2.514 -6.772 -0.807
H 0.486 -6.298 -1.222
H -0.206 -7.591 -0.229
H -1.174 -5.928 1.038
C -4.080 1.738 -5.682
C -4.816 0.913 -4.643
O -3.901 0.315 -3.730
H -3.374 1.114 -6.235
H -4.777 2.191 -6.389
H -3.500 2.532 -5.205
H -5.376 0.109 -5.120
H -5.519 1.536 -4.081
H -3.413 1.023 -3.299
C 1.882 5.419 1.539
C 0.478 5.893 1.217
O -0.031 5.218 0.070
H 2.549 5.594 0.692
H 2.280 5.937 2.414
H 1.887 4.344 1.735
H 0.475 6.961 0.999
H -0.196 5.711 2.060
H -0.037 4.278 0.271
*
```

## Properties
Frontier orbital gap, eV: 9.27

***

Computed DFT total energy, in the same sequence as the records: -5020.5191; -2965.8392 hartree.